[1]
{
  "formula": "C27H21FN5SY",
  "method": "the ωB97M-V functional and the def2-TZVPD basis",
  "species": ["Y", "S", "C", "N", "N", "C", "C", "C", "C", "C", "C", "N", "N", "C", "C", "C", "C", "C", "C", "H", "H", "H", "H", "H", "H", "H", "H", "H", "H", "H", "C", "C", "C", "C", "C", "C", "C", "C", "N", "H", "H", "H", "H", "H", "H", "F", "C", "C", "C", "C", "C", "C", "H", "H", "H", "H"],
  "xyz": [[-0.722, -2.180, -1.138], [0.143, -3.350, 1.089], [0.177, -1.866, 2.028], [0.370, -2.027, 3.334], [0.692, -1.055, 4.152], [1.396, 0.167, 3.981], [2.385, 0.354, 3.017], [3.070, 1.553, 2.968], [2.786, 2.572, 3.871], [1.826, 2.371, 4.848], [1.137, 1.168, 4.909], [-0.056, -0.605, 1.606], [-0.516, -0.400, 0.433], [-0.841, 0.946, 0.154], [-0.639, 1.993, 1.055], [-0.970, 3.283, 0.684], [-1.506, 3.546, -0.572], [-1.718, 2.505, -1.464], [-1.386, 1.213, -1.102], [0.504, -1.304, 5.111], [2.623, -0.434, 2.316], [3.835, 1.698, 2.218], [3.321, 3.510, 3.811], [1.610, 3.149, 5.568], [0.381, 1.006, 5.670], [-0.212, 1.781, 2.025], [-0.807, 4.095, 1.379], [-1.761, 4.559, -0.854], [-2.139, 2.700, -2.442], [-1.562, 0.399, -1.804], [0.883, -1.916, -2.871], [1.717, -0.838, -2.330], [2.686, -1.092, -1.340], [3.427, -0.075, -0.775], [3.222, 1.248, -1.171], [2.269, 1.526, -2.150], [1.536, 0.503, -2.715], [3.980, 2.306, -0.572], [4.588, 3.156, -0.090], [1.436, -2.856, -2.960], [0.436, -1.659, -3.834], [2.844, -2.114, -1.011], [4.173, -0.295, -0.021], [2.108, 2.550, -2.460], [0.797, 0.735, -3.473], [-6.539, -3.507, -3.561], [-5.323, -3.205, -3.059], [-4.224, -3.914, -3.499], [-2.981, -3.591, -2.968], [-2.797, -2.582, -2.009], [-3.960, -1.902, -1.613], [-5.218, -2.197, -2.122], [-4.347, -4.697, -4.235], [-2.127, -4.161, -3.332], [-3.901, -1.105, -0.874], [-6.106, -1.666, -1.804]],
  "molar_mass_g_mol": 555.5,
  "de_lowest_ev": 0.840,
  "lumo_energy_ev": [-1.67, -1.60],
  "spin_multiplicity": 1,
  "gap_ev": [6.14, 6.06]
}

[2]
{
  "formula": "C27H21ILaN5S3",
  "method": "the ωB97M-V functional and the def2-TZVPD basis",
  "species": ["La", "C", "N", "C", "C", "N", "C", "C", "C", "C", "C", "C", "N", "C", "N", "C", "C", "C", "C", "C", "C", "N", "H", "H", "H", "H", "H", "H", "H", "H", "H", "H", "H", "H", "H", "H", "H", "I", "C", "C", "C", "C", "C", "C", "C", "C", "C", "C", "H", "H", "H", "H", "H", "H", "S", "C", "S", "S"],
  "xyz": [[-0.698, -0.698, -0.601], [2.386, -2.766, 0.046], [0.996, -3.022, -0.278], [0.340, -4.038, 0.519], [-0.338, -3.419, 1.706], [-0.891, -2.228, 1.717], [-1.472, -2.107, 2.985], [-2.221, -1.067, 3.531], [-2.705, -1.227, 4.813], [-2.455, -2.399, 5.547], [-1.722, -3.441, 5.014], [-1.246, -3.267, 3.720], [-0.504, -4.083, 2.877], [2.771, -1.368, -0.338], [1.925, -0.379, -0.464], [2.694, 0.732, -0.828], [2.294, 2.027, -1.150], [3.282, 2.921, -1.508], [4.636, 2.542, -1.549], [5.038, 1.256, -1.246], [4.033, 0.366, -0.890], [4.051, -0.987, -0.562], [3.079, -3.472, -0.430], [2.522, -2.875, 1.127], [0.855, -3.162, -1.278], [1.016, -4.836, 0.851], [-0.440, -4.487, -0.102], [-2.424, -0.169, 2.964], [-3.296, -0.438, 5.260], [-2.851, -2.487, 6.550], [-1.538, -4.343, 5.581], [-0.191, -5.020, 3.056], [1.249, 2.315, -1.140], [3.011, 3.934, -1.772], [5.380, 3.273, -1.835], [6.078, 0.962, -1.294], [4.848, -1.600, -0.568], [-0.721, 1.920, 1.548], [-1.305, 3.314, 0.106], [-1.346, 4.613, 0.524], [-1.767, 5.610, -0.384], [-2.128, 5.256, -1.649], [-2.081, 3.905, -2.074], [-2.470, 3.554, -3.393], [-2.424, 2.259, -3.800], [-1.967, 1.252, -2.910], [-1.571, 1.496, -1.614], [-1.651, 2.870, -1.200], [-1.070, 4.881, 1.534], [-1.806, 6.643, -0.064], [-2.462, 6.008, -2.354], [-2.804, 4.340, -4.062], [-2.725, 1.991, -4.805], [-1.926, 0.240, -3.311], [-1.808, -3.663, -4.382], [-1.332, -2.802, -3.079], [-2.236, -2.869, -1.543], [0.108, -1.761, -3.120]],
  "molar_mass_g_mol": 777.5,
  "de_lowest_ev": 0.000,
  "lumo_energy_ev": -0.13,
  "spin_multiplicity": 1,
  "gap_ev": 6.56
}